78
Properties=species:S:1:pos:R:3:forces:R:3 method="wB97M-V/def2-TZVPD" s2=2.0084 homo_energy_ev="-10.561 / -11.348" lumo_energy_ha="-0.1302 / -0.1302" multiplicity=3 charge=+1 largest_force_ev_per_a=3.2
C 3.43982 1.98435 -3.27415 -1.40 0.74 0.38
C 2.97700 3.48552 -3.22341 2.10 -2.37 -0.27
O 1.56255 3.46922 -3.55882 -0.37 1.58 0.43
B 0.83316 4.46015 -3.02012 0.87 0.17 0.54
O 1.24657 5.44024 -2.12822 -0.61 -1.26 -0.17
P -1.05735 4.47851 -3.53595 0.52 -1.23 -0.57
C -1.48093 2.75065 -4.07740 0.10 -0.10 0.54
C -2.65949 2.10820 -3.28160 1.21 1.03 -0.05
O -3.45559 1.51390 -3.88136 -1.58 -1.19 -0.90
I -2.82421 2.24228 -1.14498 0.47 0.18 -0.02
H 4.47892 1.86846 -2.92644 -0.46 0.03 -0.35
H 3.25462 1.59440 -4.29055 0.43 0.04 0.50
H 2.74982 1.45598 -2.57891 0.70 -0.05 -0.41
H 3.19784 3.83101 -2.20025 -0.52 0.40 -0.63
H 3.57029 4.00895 -3.99755 -0.76 0.29 0.53
H 0.94833 5.14258 -1.24648 0.26 0.69 -0.07
H -1.12591 5.29269 -4.68892 -0.38 0.02 0.46
H -1.85223 4.93351 -2.45942 -0.05 -0.02 -0.56
H -1.68900 2.71481 -5.16569 -0.22 0.16 0.70
H -0.60733 2.07636 -3.92455 -0.29 0.72 0.15
C 1.58760 -4.05496 -0.17528 0.31 -0.24 0.16
C 1.47191 -3.05408 -1.35833 -0.98 -1.05 1.64
C 0.80904 -3.71076 -2.58485 0.26 0.00 -0.56
C 1.72839 -4.60020 -3.41236 0.00 -0.01 0.03
C 3.01071 -3.85480 -3.76397 -0.53 0.08 -0.07
C 3.72620 -3.31395 -2.52068 1.68 -1.41 0.18
N 2.82239 -2.48850 -1.65800 -1.28 1.22 -2.59
O 2.65572 -1.33014 -2.24710 0.45 0.01 0.82
C 4.30800 -4.51067 -1.73833 -0.21 -0.22 0.25
C 4.96867 -2.52467 -2.95701 -0.27 0.66 0.01
C 0.47684 -1.99835 -0.84575 0.35 0.63 -0.33
H 2.60504 -4.36923 0.03897 0.00 -0.02 -0.18
H 1.24717 -3.60646 0.76028 -0.12 0.07 -0.14
H 0.99277 -4.95432 -0.34505 0.00 0.05 -0.02
H 0.42305 -2.92810 -3.24813 0.12 0.12 0.11
H -0.06263 -4.28905 -2.26914 0.05 0.13 0.22
H 1.94599 -5.52788 -2.87633 0.06 0.03 0.01
H 1.21680 -4.89446 -4.33205 -0.01 -0.02 0.06
H 3.67658 -4.52103 -4.31795 0.16 0.09 0.17
H 2.76903 -3.03250 -4.44656 0.02 0.10 0.14
H 4.77759 -4.18275 -0.80830 -0.05 0.03 -0.03
H 5.07386 -5.01647 -2.32884 -0.03 0.20 -0.10
H 3.57220 -5.27627 -1.49983 -0.02 0.07 0.05
H 4.72883 -1.71012 -3.64117 -0.11 0.02 0.13
H 5.66867 -3.17620 -3.48135 -0.16 -0.17 0.10
H 5.49096 -2.10688 -2.09311 -0.07 0.00 -0.01
H 0.89477 -1.42771 -0.01325 0.04 -0.04 -0.04
H -0.43326 -2.48700 -0.49204 0.17 -0.21 -0.02
H 0.17572 -1.29489 -1.62408 0.15 -0.01 0.00
C -2.72714 3.06369 5.48113 0.39 -0.08 0.19
C -3.47583 2.39727 4.29350 -0.01 1.58 1.60
C -4.58587 1.45095 4.79060 -0.05 -0.62 -0.20
C -4.10197 0.08668 5.26578 0.02 0.04 0.02
C -3.20928 -0.55594 4.21050 -0.52 0.19 0.01
C -2.03515 0.34752 3.81644 1.69 -1.01 1.04
N -2.48344 1.71659 3.40648 -2.44 -1.33 -1.43
O -3.00564 1.62284 2.20893 0.83 0.55 -0.06
C -1.05376 0.41240 5.00613 -0.05 0.24 0.31
C -1.22099 -0.33741 2.70865 -0.30 0.32 -0.58
C -4.19027 3.57396 3.60703 0.09 -0.28 -0.78
H -1.70823 2.71103 5.61473 -0.09 -0.16 -0.02
H -2.61653 4.13906 5.32869 -0.19 -0.05 -0.07
H -3.25377 2.91741 6.42572 -0.01 0.00 -0.05
H -5.30451 1.28195 3.98087 0.15 0.08 -0.11
H -5.15007 1.93210 5.59274 0.14 0.21 -0.09
H -3.57902 0.17863 6.22161 0.05 -0.02 -0.04
H -4.96357 -0.55862 5.45259 0.02 0.05 0.03
H -2.83541 -1.51185 4.58566 0.22 0.10 -0.08
H -3.81433 -0.79283 3.32846 0.08 0.14 -0.06
H -0.22638 1.09479 4.79826 -0.06 0.01 -0.02
H -0.62322 -0.57165 5.19945 -0.09 -0.02 -0.20
H -1.52050 0.71427 5.94156 0.00 0.07 -0.05
H -1.82462 -0.57903 1.83291 -0.03 0.16 0.03
H -0.80435 -1.27870 3.06917 -0.08 0.10 0.21
H -0.38615 0.29184 2.38929 -0.06 0.02 0.01
H -3.47518 4.26660 3.15710 0.02 -0.05 0.04
H -4.77724 4.12998 4.34005 0.16 -0.15 0.16
H -4.88307 3.24712 2.83034 0.13 -0.06 -0.02